w | Density functional theory data (wB97M-V/def2-TZVPD) for one molecule with the formula C5H8FNO.

ORCA input file:
```
! RIJCOSX wB97M-V def2-TZVPD def2/J DEFGRID3
* xyz 0 1
F -2.30445 -0.54965 -0.76406
C -2.00487 -0.04403 0.59404
C -0.44553 0.07718 0.65897
O -0.09280 1.30479 -0.02823
C 1.22968 1.27405 -0.43204
C 1.82635 -0.02242 0.15646
N 1.83792 -1.42935 -0.19688
C 0.50243 -0.82904 -0.08420
H -2.47947 1.08900 0.67432
H -2.28281 -0.83934 1.33528
H -0.22405 0.10009 1.74611
H 1.01699 1.19392 -1.52381
H 1.65250 2.35229 -0.11840
H 1.98467 0.27681 1.21994
H 2.20945 -1.72125 0.82838
H 0.09136 -0.67203 -1.04074
*
```

Values from the calculation:
SMILES: FC[C@@H]1OC[C@@H]2N[C@H]21
frontier orbital gap: 9.750 eV

x | Density functional theory data (wB97M-V/def2-TZVPD) for one molecule with the formula C5H8FNO.

ORCA input file:
```
! RIJCOSX wB97M-V def2-TZVPD def2/J DEFGRID3
* xyz 0 1
C 2.10538 -0.51336 -0.03458
N 0.77280 -1.04442 -0.17880
C -0.20071 -0.17315 -0.06266
C 0.20695 1.34560 -0.04909
C -1.43702 -0.58745 -0.01577
F -1.65072 -1.99876 0.02651
C -2.62669 0.29887 0.01984
O -3.80829 -0.10142 -0.18423
H 2.57946 -1.52945 -0.17203
H 2.36423 -0.09368 -1.16524
H 2.37542 -0.03424 1.00612
H 0.50911 -1.88971 0.40212
H 1.31796 1.28038 -0.70950
H -0.65197 2.10105 -0.31038
H 0.64801 1.48791 1.05816
H -2.50391 1.45183 0.36952
*
```

Values from the calculation:
SMILES: CN/C(C)=C(\F)C=O
frontier orbital gap: 9.086 eV

The structure with the greatest stability is x.

w | Density functional theory data (wB97M-V/def2-TZVPD) for a 2-piece molecular cluster, C4H7NO overall.

ORCA input file:
```
! RIJCOSX wB97M-V def2-TZVPD def2/J DEFGRID3
* xyz 0 1
O -2.65127 -0.95608 0.37109
C -1.49316 -0.95825 0.00476
C -0.52905 0.82266 0.91744
N 0.51976 0.71986 0.12002
C 0.95770 0.69792 -1.09613
C 1.71959 -0.09882 -0.13196
H -0.73409 -1.64160 0.44636
H -0.46371 0.51000 1.94852
H -1.33352 1.46725 0.58919
H 0.66443 1.01536 -2.07906
H -1.13387 -0.49646 -0.94740
H 1.59828 -1.18463 -0.05836
H 2.64643 0.28364 0.29684
*
```

Values from the calculation:
frontier orbital gap: 8.374 eV

x | Density functional theory data (wB97M-V/def2-TZVPD) for a 2-piece molecular cluster, C4H7NO overall.

ORCA input file:
```
! RIJCOSX wB97M-V def2-TZVPD def2/J DEFGRID3
* xyz 0 1
C 0.22972 -1.26625 -1.54468
C 0.93666 -1.70661 -0.44317
C 0.79097 -0.70676 0.57072
N -0.20611 0.14131 0.15520
C -0.50355 -0.11480 -1.22749
H 0.10128 -1.88662 -2.38787
H 1.76555 -2.36655 -0.48691
H 1.15290 -0.76032 1.57526
H -0.39531 1.05630 0.45224
H -1.07008 0.57062 -1.79470
O -1.12870 2.16463 1.30972
H -0.47698 2.89791 1.52344
H -1.19635 1.97714 2.29824
*
```

Values from the calculation:
SMILES: c1cc[nH]c1.O
frontier orbital gap: 7.953 eV

The structure with the greatest stability is x.